DFT (ωB97M-V/def2-TZVPD) results for 4 unconnected molecules or ions with the total composition C2H12N2O4 at a distorted geometry.

Last column: natural (NBO) charge in e.
Positions of all 20 atoms, in Å:
O (-1.1065, 3.7681, 2.3505)  -0.975
H (1.5287, 0.0275, -1.1927)  0.432
H (-2.8209, -2.7570, -2.2839)  0.392
H (1.4759, -0.1305, 1.4980)  0.207
C (0.2620, 0.8790, 0.1415)  0.674
H (0.3582, -2.2910, 1.1979)  0.335
C (0.4484, -0.2521, 1.1634)  -0.356
H (-0.2570, -0.0166, 1.9608)  0.191
O (-1.9612, -2.7406, -1.8368)  -1.387
O (-0.4361, 1.8508, 0.4279)  -0.694
O (2.0712, -1.8183, -1.5438)  -1.045
H (1.0371, 1.6585, -1.5471)  0.390
H (1.3578, -1.9681, -0.8919)  0.500
H (-1.9465, 3.5864, 2.7832)  0.451
N (0.1260, -1.5487, 0.5426)  -0.947
H (-0.8695, -1.5890, 0.3276)  0.379
H (-1.8738, -3.5772, -1.3364)  0.304
H (1.9138, -2.3549, -2.3230)  0.468
H (-1.0238, 3.0194, 1.7164)  0.508
N (1.1546, 0.9158, -0.8773)  -0.826

Cartesian forces, eV/Å:
-0.2 -0.5 -0.2
0.2 0.0 -0.3
-0.1 -0.3 0.1
0.1 -0.5 0.1
0.9 1.1 1.1
-0.3 -0.1 -0.1
-1.4 0.3 -1.1
0.2 0.1 0.2
0.5 0.3 0.2
-0.2 -0.3 -0.4
0.6 0.3 0.1
-0.1 -0.1 0.0
-0.4 -0.2 -0.1
0.0 0.1 0.1
1.0 0.2 0.4
0.1 -0.2 -0.1
-0.3 0.0 -0.2
-0.4 -0.1 0.1
0.3 0.4 0.2
-0.5 -0.4 0.1

Results
ΔE to the lowest compared entry with this formula, charge and spin: 0.0 kJ/mol
frontier orbital gap (alpha / beta): 2.79 / 10.23 eV
total charge: -1
multiplicity: 2
energy: -13438.950 eV
HOMO energy (alpha / beta): 0.61 / -6.89 eV

---

DFT (ωB97M-V/def2-TZVPD) results for a molecular structure, C2H12N2O4 at a distorted geometry.

Last column: natural (NBO) charge in e.
Positions of all 20 atoms, in Å:
N (0.7018, 1.8338, -0.7928)  -0.794
H (-0.0700, -0.4999, -0.3055)  0.435
H (0.4942, -0.5479, -2.0290)  0.474
H (-1.3480, -2.3358, 2.9479)  0.469
C (-0.0448, 0.0773, 0.6690)  0.217
H (-1.7311, 0.0778, 1.7046)  0.439
H (1.6632, -1.3748, -2.6416)  0.459
O (0.5030, -0.6469, 1.6411)  -0.450
H (1.5235, 2.0812, -1.3310)  0.379
H (-1.8883, 0.6023, 0.0528)  0.423
H (2.1029, 0.8414, 0.4331)  0.235
O (-1.5451, -1.7455, 2.2135)  -1.041
O (-0.8397, -0.3134, -1.6874)  -0.995
C (1.0622, 1.1792, 0.4300)  -0.140
N (-1.3438, 0.6231, 0.9124)  -0.651
O (1.5640, -0.6418, -2.0226)  -1.044
H (0.1859, 1.1538, -1.3141)  0.400
H (0.8981, 1.9170, 1.2296)  0.241
H (-1.3678, -1.0076, -2.0995)  0.490
H (-0.5201, -1.2733, 1.9896)  0.453

Cartesian forces, eV/Å:
0.4 0.5 -0.1
-0.9 -0.9 -3.6
2.2 -0.1 -0.2
-0.1 0.0 0.0
0.2 1.1 7.0
-0.5 0.4 -0.3
0.5 0.1 0.1
-0.6 1.4 -2.6
-0.1 -0.2 -0.1
-0.1 0.3 0.2
-0.4 -0.5 0.2
1.4 0.6 -0.3
-0.4 0.3 0.9
0.7 1.8 -1.5
2.0 -2.1 -0.5
-1.4 -0.3 -0.4
-0.4 0.5 -1.0
-0.2 -0.9 0.4
0.1 -0.4 0.5
-2.4 -1.7 1.4

Results
ΔE to the lowest compared entry with this formula, charge and spin: 749.2 kJ/mol
frontier orbital gap: 5.85 eV
total charge: 0
energy: -13432.653 eV
HOMO energy: -9.87 eV

---

DFT (ωB97M-V/def2-TZVPD) results for 2 unconnected molecules or ions with the total composition C2H12N4O at a distorted geometry.

Last column: natural (NBO) charge in e.
Positions of all 19 atoms, in Å:
N (1.2010, -0.6777, -0.3702)  -0.483
H (-0.9981, 2.8968, 0.6966)  0.466
O (-0.3455, -0.3811, 1.3393)  -0.750
C (-1.2939, -1.3852, -1.2174)  -0.509
N (-1.2342, 1.8984, 0.5483)  -0.523
H (1.4456, -0.5472, -1.3461)  0.420
C (-0.0595, -0.1522, 0.0102)  0.503
H (-2.2093, 1.8387, 0.1821)  0.444
H (-1.6649, -2.1227, -0.5259)  0.221
H (-1.2072, 1.3951, 1.4682)  0.478
H (-0.2955, 1.4928, -1.2383)  0.420
H (-0.6356, -1.2903, 1.4951)  0.539
H (-2.0409, -0.7129, -1.6036)  0.210
H (-0.6089, -1.7630, -1.9541)  0.221
H (3.0162, -1.2243, 0.3633)  0.469
H (1.9863, -0.5287, 1.4861)  0.461
H (2.8370, 0.4496, 0.4026)  0.443
N (2.3371, -0.4546, 0.5115)  -0.536
N (-0.2296, 1.2686, -0.2477)  -0.495

Cartesian forces, eV/Å:
0.5 -0.3 0.0
-0.1 -0.5 -0.1
0.4 0.5 0.1
2.0 2.4 2.1
-0.4 -0.1 0.2
0.2 -0.1 0.1
-3.0 -2.7 -2.2
0.5 0.0 0.1
0.0 -0.2 0.2
-0.1 0.4 -0.5
-0.3 0.1 0.3
-0.1 0.0 -0.1
-0.2 0.1 -0.1
0.1 -0.2 -0.2
-0.3 0.3 0.1
0.2 0.0 -0.4
-0.3 -0.3 0.0
0.1 0.3 0.1
0.7 0.2 0.4

Results
ΔE to the lowest compared entry with this formula, charge and spin: 401.8 kJ/mol
frontier orbital gap: 10.35 eV
total charge: +2
energy: -10255.936 eV
HOMO energy: -17.47 eV

---

DFT (ωB97M-V/def2-TZVPD) results for a gas-phase ion, C2H12N4O (charge +2) at a distorted geometry.

Last column: natural (NBO) charge in e.
Positions of all 19 atoms, in Å:
C (-0.0048, -0.1696, 0.0738)  0.514
H (-1.0899, -1.6835, 1.1779)  0.236
N (-2.2099, 0.6138, -0.4473)  -0.534
H (0.5226, -1.4642, 1.8077)  0.259
H (2.0881, 1.2081, -0.3232)  0.480
N (-1.1610, -0.2653, -0.8287)  -0.442
H (-1.9777, 1.1191, 0.3865)  0.445
H (-2.9016, -0.0996, -0.0487)  0.475
H (-0.8533, -0.3769, 2.1526)  0.233
H (0.4271, 1.1698, 1.4414)  0.518
N (2.2684, 0.2600, -0.8606)  -0.545
H (2.3824, 0.6251, -1.7901)  0.437
C (-0.3909, -1.0186, 1.4122)  -0.647
O (0.3268, 1.1887, 0.4913)  -0.748
N (1.2200, -0.6707, -0.6224)  -0.498
H (3.3329, 0.0835, -0.5834)  0.480
H (-0.8227, -0.1162, -1.6970)  0.394
H (1.3868, -1.6857, -0.5357)  0.454
H (-2.5430, 1.2821, -1.2065)  0.488

Cartesian forces, eV/Å:
1.0 -0.2 3.2
-2.6 -3.3 -1.1
-1.8 -1.7 0.1
-0.3 0.0 0.2
-0.4 -2.2 -0.5
1.2 -0.1 2.8
0.7 1.2 0.5
-0.2 1.6 -1.3
0.2 0.4 0.3
0.1 0.2 0.6
2.5 2.1 2.3
-0.6 -0.5 -1.4
3.5 3.4 -0.9
-1.0 -1.1 -1.4
-1.2 -0.2 -0.1
-2.7 -0.7 -0.1
0.6 0.9 -4.0
0.7 1.1 -0.2
0.1 -1.2 1.1

Results
ΔE to the lowest compared entry with this formula, charge and spin: 390.4 kJ/mol
SMILES: CC(O)(N[NH3+])N[NH3+]
frontier orbital gap: 11.87 eV
total charge: +2
energy: -10256.054 eV
HOMO energy: -19.23 eV

---

DFT (ωB97M-V/def2-TZVPD) results for 3 unconnected molecules or ions with the total composition C2H12NO2S at a distorted geometry.

Last column: natural (NBO) charge in e.
Positions of all 18 atoms, in Å:
H (1.1306, -3.8457, 0.4780)  0.504
H (-1.7164, -1.6616, -0.1099)  0.437
H (1.5707, 2.4020, 0.0569)  0.144
C (0.7988, 0.3026, 0.9009)  -0.519
S (0.4368, 2.1153, 0.7035)  -0.049
H (-0.2273, -1.5718, -0.6147)  0.450
N (-0.9842, -0.9797, -0.2783)  -0.695
H (-1.3458, 0.2724, 1.3363)  0.231
C (-0.5533, -0.4154, 1.0452)  -0.227
O (0.6621, -3.2972, -0.1626)  -0.982
H (-0.4744, -1.2716, 1.7145)  0.231
H (1.2866, 0.0116, -0.0250)  0.230
H (-1.1720, -0.2334, -0.9737)  0.476
O (-0.6400, 0.7685, -2.3685)  -0.978
H (-0.6771, 0.5811, -3.3136)  0.501
H (1.3653, 0.1940, 1.8062)  0.247
H (-0.5314, 1.7250, -2.3059)  0.507
H (1.1664, -3.4123, -0.9864)  0.492

Cartesian forces, eV/Å:
-0.1 0.0 0.0
-0.7 0.3 -0.3
0.1 0.1 0.0
-1.4 1.1 -0.3
0.1 -0.4 -0.1
0.3 -0.1 -0.1
0.4 -0.2 0.5
0.0 -0.2 0.4
0.4 0.0 -0.3
0.3 0.1 -0.5
-0.1 0.2 0.1
0.4 -0.4 0.3
-0.2 -0.3 -0.1
0.0 0.1 -0.2
-0.1 0.0 0.0
0.5 -0.3 0.1
0.0 0.0 0.2
-0.2 -0.1 0.4

Results
ΔE to the lowest compared entry with this formula, charge and spin: 19.3 kJ/mol
frontier orbital gap: 9.86 eV
total charge: +1
energy: -18683.027 eV
HOMO energy: -12.89 eV

---

DFT (ωB97M-V/def2-TZVPD) results for 3 unconnected molecules or ions with the total composition C2H12NO2S at a distorted geometry.

Last column: natural (NBO) charge in e.
Positions of all 18 atoms, in Å:
O (3.5568, -1.7921, 2.1628)  -0.950
H (-0.0229, 1.4090, -0.0502)  0.445
H (0.0647, -2.0926, -0.4495)  0.266
H (-1.5637, 0.1851, -1.8372)  0.125
C (0.2639, -0.4185, 0.7964)  -0.232
S (-0.2655, -0.1694, -1.8971)  -0.008
N (-0.2204, 1.0342, 0.8920)  -0.694
H (-1.2256, 1.1401, 1.0199)  0.463
H (-1.4952, -1.3347, -0.1890)  0.248
H (0.3941, 1.5623, 1.4979)  0.442
C (-0.4355, -1.1352, -0.3192)  -0.542
H (3.0107, -2.3137, 2.7888)  0.469
H (-3.3712, 2.6779, -0.3735)  0.501
H (1.3155, -0.1865, 0.5619)  0.231
O (-2.5049, 2.2347, -0.2753)  -0.967
H (4.3774, -2.2723, 2.1552)  0.482
H (-2.3585, 2.1468, -1.2084)  0.474
H (0.3506, -0.8478, 1.7901)  0.246

Cartesian forces, eV/Å:
-1.3 -0.3 0.6
-0.4 -0.1 0.0
0.0 0.0 -0.1
0.2 0.0 -0.4
1.3 1.9 0.3
-0.5 -0.3 0.5
0.5 -0.9 -0.9
-0.1 0.4 0.4
0.0 0.1 0.4
-0.4 0.2 0.7
0.4 -0.2 -0.6
0.5 0.5 -0.5
0.3 -0.1 1.0
-0.1 -0.8 -0.4
-1.1 0.5 0.0
0.7 -0.2 -0.1
0.9 -0.3 -1.0
-0.8 -0.3 0.0

Results
ΔE to the lowest compared entry with this formula, charge and spin: 77.0 kJ/mol
frontier orbital gap: 10.61 eV
total charge: +1
energy: -18682.428 eV
HOMO energy: -13.75 eV

---

DFT (ωB97M-V/def2-TZVPD) results for 4 unconnected molecules or ions with the total composition C2H12NO3 at a distorted geometry.

Last column: natural (NBO) charge in e.
Positions of all 18 atoms, in Å:
H (-0.3442, -2.5799, -0.6795)  0.250
H (0.0004, 3.7566, 1.3085)  0.491
H (1.3444, 0.1543, 2.0130)  0.497
H (0.0380, 3.4304, 2.7805)  0.498
H (0.5447, -0.1882, -0.1672)  0.483
O (0.1068, 3.0335, 1.9065)  -0.961
N (0.4857, -0.7019, -1.0898)  -0.373
O (0.8823, 0.5193, 1.2638)  -0.983
C (0.5867, -2.1530, -1.0459)  -0.433
H (0.5917, 1.4069, 1.5190)  0.523
C (0.3217, -0.0248, -2.1447)  0.104
H (0.7721, -2.5356, -2.0469)  0.225
H (-2.3425, -1.4286, 1.0182)  0.485
O (-2.0701, -0.6904, 0.4261)  -0.967
H (-2.7905, -0.0628, 0.4709)  0.485
H (1.3903, -2.4257, -0.3672)  0.239
H (0.1758, 1.0449, -2.0769)  0.224
H (0.3065, -0.5549, -3.0884)  0.211

Cartesian forces, eV/Å:
-0.1 0.2 0.1
-0.1 0.7 -0.7
0.2 -0.2 0.3
0.0 -0.1 0.1
-0.1 -0.3 0.0
0.0 -0.5 0.6
-0.1 0.4 0.2
0.0 -0.3 -0.5
0.1 -0.2 -0.1
-0.1 0.4 0.1
0.0 -0.4 0.1
0.1 0.0 0.0
0.2 0.9 -0.6
0.1 -1.1 0.5
-0.3 0.2 0.0
0.1 0.0 -0.1
0.2 0.0 -0.1
-0.1 0.2 -0.2

Results
ΔE to the lowest compared entry with this formula, charge and spin: 54.5 kJ/mol
frontier orbital gap: 11.06 eV
total charge: +1
energy: -9894.879 eV
HOMO energy: -14.97 eV

---

DFT (ωB97M-V/def2-TZVPD) results for 4 unconnected molecules or ions with the total composition C2H12NO3 at a distorted geometry.

Last column: natural (NBO) charge in e.
Positions of all 18 atoms, in Å:
O (2.9361, -0.5641, -1.3102)  -0.966
H (1.7584, 1.7009, 1.1742)  0.231
H (3.1221, -1.4531, -1.6302)  0.488
C (0.9314, 1.9929, 0.5419)  -0.344
H (-0.9770, -0.4827, -0.5541)  0.459
H (0.9063, 3.0533, 0.3401)  0.235
H (-1.3568, -2.0402, 1.8973)  0.504
H (-3.8078, 0.0584, -0.4950)  0.500
H (-0.5821, 1.7156, -0.8677)  0.219
O (-2.9509, -0.1846, -0.8366)  -0.976
N (-0.0872, -0.1796, -0.1571)  -0.762
H (-3.0807, -0.1619, -1.7938)  0.490
H (-0.5720, -1.1341, 2.9155)  0.512
H (-0.1811, -0.6711, 0.8004)  0.466
C (0.0537, 1.2728, -0.1123)  -0.062
O (-0.5327, -1.5810, 2.0617)  -0.938
H (0.7428, -0.6354, -0.5528)  0.459
H (3.0466, 0.0387, -2.0506)  0.488

Cartesian forces, eV/Å:
-0.6 -0.1 0.4
-0.3 -0.5 0.2
0.2 0.1 -0.2
0.5 0.3 0.0
0.0 0.3 -0.7
-0.1 0.1 0.0
-0.4 -0.2 0.4
-0.4 0.1 0.4
-0.2 0.2 0.3
0.5 -0.1 -0.5
0.6 -1.1 1.8
0.0 -0.1 0.1
-0.2 -0.2 0.0
0.2 0.8 -0.3
-0.5 -0.1 -1.1
0.5 0.2 -0.1
0.0 0.2 -0.6
0.1 -0.1 -0.1

Results
ΔE to the lowest compared entry with this formula, charge and spin: 77.5 kJ/mol
frontier orbital gap: 11.60 eV
total charge: +1
energy: -9894.640 eV
HOMO energy: -14.56 eV